The following is a DFT calculation (ωB97M-V/def2-TZVPD) of one molecule with the formula C25H32N6O4.

Summary:
Lowest unoccupied orbital energy ... 0.705 eV
Gap between HOMO and LUMO ... 8.42 eV
ΔE to the lowest compared entry with this formula, charge and spin ... 30.41 kcal/mol
HOMO energy ... -0.2837 hartree

Element x y z (Å)
C1 3.8498 4.6511 2.4863
O1 2.7865 3.7792 2.7961
C2 1.9261 3.3347 1.8438
C3 0.9461 2.4757 2.3510
C4 -0.0106 1.9231 1.5240
N1 -1.0087 1.0473 1.9698
C5 -1.1905 0.5693 3.2252
O2 -0.5430 0.9114 4.1926
C6 -2.3085 -0.4702 3.4094
C7 -1.7085 -1.6660 4.1654
C8 -0.7822 -2.4514 3.2405
C9 -1.5412 -2.9145 1.9962
N2 -2.1254 -1.7741 1.3326
C10 -1.8286 -1.4195 0.0758
N3 -2.3759 -0.2811 -0.3967
C11 -2.1441 0.0974 -1.6426
N4 -1.3831 -0.4818 -2.5467
C12 -0.8159 -1.5999 -2.0829
C13 -0.9914 -2.1414 -0.7986
N5 -0.2606 -3.2995 -0.7005
C14 0.3270 -3.4453 -1.8561
N6 0.0301 -2.4409 -2.7370
C15 0.4749 -2.2974 -4.0960
C16 0.0398 -3.4730 -4.9711
C17 0.8683 -4.7388 -4.7515
C18 0.6683 -5.3998 -3.3878
C19 1.2151 -4.5777 -2.2143
C20 -3.0167 -0.9889 2.1547
C21 0.0081 2.2182 0.1597
C22 0.9799 3.0522 -0.3601
O3 1.0829 3.3605 -1.6868
C23 0.1539 2.8056 -2.5858
C24 1.9491 3.6387 0.4800
O4 2.9291 4.4573 -0.0623
C25 2.4676 5.6728 -0.6160
H1 4.4050 4.7598 3.4185
H2 3.4895 5.6332 2.1682
H3 4.5014 4.2389 1.7141
H4 0.9604 2.2632 3.4052
H5 -1.6201 0.7197 1.2287
H6 -3.0535 0.0127 4.0524
H7 -1.1528 -1.2963 5.0275
H8 -2.5119 -2.3145 4.5225
H9 -0.3782 -3.3204 3.7607
H10 0.0531 -1.8164 2.9394
H11 -0.8793 -3.4305 1.3009
H12 -2.3484 -3.5965 2.2942
H13 -2.6440 1.0075 -1.9520
H14 0.0317 -1.3676 -4.4615
H15 1.5668 -2.2008 -4.1145
H16 0.1391 -3.1693 -6.0149
H17 -1.0154 -3.6837 -4.7838
H18 0.5966 -5.4618 -5.5241
H19 1.9271 -4.5015 -4.8843
H20 1.1840 -6.3622 -3.3973
H21 -0.3936 -5.5956 -3.2246
H22 1.3033 -5.2077 -1.3290
H23 2.2096 -4.1986 -2.4673
H24 -3.4419 -0.1867 1.5505
H25 -3.8385 -1.6404 2.4816
H26 -0.7340 1.7755 -0.4827
H27 -0.8641 3.1465 -2.3714
H28 0.4524 3.1640 -3.5700
H29 0.1755 1.7120 -2.5783
H30 3.3609 6.2167 -0.9197
H31 1.9161 6.2613 0.1272
H32 1.8292 5.5045 -1.4855

The following is a DFT calculation (ωB97M-V/def2-TZVPD) of an isolated ion of composition C25H32NO2S and charge +1.

Summary:
Total charge ... +1
Lowest unoccupied orbital energy ... -3.247 eV
Gap between HOMO and LUMO ... 8.95 eV
ΔE to the lowest compared entry with this formula, charge and spin ... 5.95 kcal/mol
HOMO energy ... -0.4481 hartree

Element x y z (Å)
C1 0.7046 -0.2677 4.9397
C2 1.3093 -0.3853 3.5847
C3 0.8081 0.0969 2.4082
S1 1.8536 -0.2819 1.0749
C4 2.9093 -1.0426 2.1474
N1 2.5095 -1.0269 3.4072
C5 3.2718 -1.7000 4.4465
C6 3.3068 -3.1932 4.2011
C7 2.1264 -3.8900 3.9709
C8 2.1554 -5.2552 3.7501
C9 3.3623 -5.9347 3.7620
C10 4.5400 -5.2449 3.9922
C11 4.5140 -3.8771 4.2059
H1 5.4353 -3.3433 4.3868
H2 5.4825 -5.7694 4.0038
H3 3.3833 -6.9998 3.5936
H4 1.2344 -5.7887 3.5735
H5 1.1794 -3.3681 3.9636
H6 2.8202 -1.4861 5.4156
H7 4.2896 -1.3013 4.4465
H8 3.8218 -1.5258 1.8519
C12 -0.4559 0.8508 2.1803
H9 -0.9352 1.0730 3.1322
H10 -0.2198 1.8064 1.7051
C13 -1.4409 0.0929 1.2603
H11 -2.4032 -0.0521 1.7516
H12 -1.0250 -0.8834 0.9839
O1 -1.7507 0.8122 0.0775
C14 -0.7628 1.0009 -0.7975
O2 0.3752 0.6359 -0.5762
C15 -1.2165 1.6631 -2.0722
C16 -2.0140 0.6069 -2.8602
H13 -2.8694 0.2774 -2.2664
C17 -2.4995 1.2038 -4.1858
C18 -3.2872 0.1489 -4.9615
H14 -3.6399 0.5591 -5.9044
H15 -4.1507 -0.1842 -4.3901
H16 -2.6632 -0.7155 -5.1777
C19 -3.3863 2.4154 -3.8846
C20 -2.5968 3.4633 -3.1021
C21 -1.3913 3.9175 -3.9229
C22 -0.4970 2.7136 -4.2138
C23 -1.2849 1.6648 -4.9967
H17 -1.6188 2.0877 -5.9455
H18 -0.6438 0.8095 -5.2210
C24 -0.0087 2.1104 -2.8981
H19 0.5689 2.8478 -2.3365
H20 0.6420 1.2555 -3.0903
H21 0.3682 3.0334 -4.8029
H22 -1.7290 4.3629 -4.8598
H23 -0.8298 4.6775 -3.3755
C25 -2.1227 2.8645 -1.7779
H24 -1.5679 3.6142 -1.2086
H25 -2.9792 2.5469 -1.1815
H26 -3.2419 4.3223 -2.8913
H27 -3.7438 2.8479 -4.8204
H28 -4.2593 2.1006 -3.3087
H29 -1.3782 -0.2601 -3.0569
H30 -0.2658 0.2135 4.8847
H31 1.3396 0.3291 5.5940
H32 0.5674 -1.2492 5.3915

The following is a DFT calculation (ωB97M-V/def2-TZVPD) of C25H33As2CoN3O12 as an isolated structure.

Summary:
Total charge ... +1
Lowest unoccupied orbital energy (spin up / spin down) ... -3.418 / -3.418 eV
Gap between HOMO and LUMO (spin up / spin down) ... 8.15 / 8.14 eV
HOMO energy (spin up / spin down) ... -0.4249 / -0.4249 hartree

Element x y z (Å)
Co1 -1.3555 0.1514 -1.3907
O1 -3.4064 3.4574 -1.0674
C1 -2.8108 2.4182 -0.9504
O2 -2.0710 1.8402 -1.8742
C2 -2.8404 1.6224 0.3457
C3 -3.4949 1.9008 1.5297
C4 -3.3392 1.0073 2.5889
C5 -2.5748 -0.1488 2.4491
C6 -1.9739 -0.3768 1.2261
N1 -2.1140 0.5151 0.2571
C7 -1.1393 -1.5578 0.7619
O3 -0.8498 -2.4590 1.5086
O4 -0.7946 -1.4558 -0.5003
H1 -4.0885 2.8003 1.6144
H2 -3.8198 1.2151 3.5352
H3 -2.4332 -0.8531 3.2564
N2 -0.6577 0.1049 -3.3080
C8 -0.4699 -1.0229 -4.2571
C9 -1.6951 -1.9193 -4.3445
C10 -1.9526 -2.6658 -3.0261
C11 -3.1206 -2.1358 -2.2171
N3 -3.0297 -0.6624 -2.0031
H4 -1.2617 0.8107 -3.7268
H5 0.2475 0.5595 -3.2003
H6 0.3875 -1.5964 -3.9083
H7 -0.2215 -0.6054 -5.2344
H8 -1.5363 -2.6295 -5.1555
H9 -2.5675 -1.3291 -4.6520
H10 -1.0616 -2.6075 -2.3995
H11 -2.1336 -3.7255 -3.2064
H12 -3.1438 -2.6136 -1.2394
H13 -4.0721 -2.3337 -2.7169
H14 -3.7768 -0.3858 -1.3703
H15 -3.2396 -0.1817 -2.8750
C12 -1.0324 4.8374 0.5513
O5 -0.4218 3.5287 0.4625
C13 -0.3133 2.8643 1.6248
O6 -0.7919 3.2472 2.6576
C14 0.5525 1.6546 1.4602
C15 1.1042 1.1145 2.5470
As1 2.6461 -0.0921 2.7235
C16 1.6858 -1.6655 3.3832
C17 2.7597 -0.7404 0.8644
C18 1.9413 -0.5036 -0.1567
As2 0.8018 1.0577 -0.3645
C19 2.1096 2.3062 -1.0755
C20 1.8647 -1.3452 -1.3849
O7 1.6758 -0.8701 -2.4881
O8 1.9168 -2.6384 -1.1188
C21 1.7714 -3.5215 -2.2395
C22 3.8658 -1.7521 0.8124
O9 4.2153 -2.3557 1.7960
O10 4.4587 -1.8340 -0.3757
C23 5.5462 -2.7755 -0.4471
C24 0.6359 1.5199 3.9207
O11 -0.2309 0.9089 4.4886
O12 1.3505 2.5224 4.4108
C25 0.9569 3.0139 5.7088
H16 -1.0992 5.1994 -0.4675
H17 -0.4040 5.4809 1.1642
H18 -2.0210 4.7640 0.9942
H19 1.2341 -1.3894 4.3358
H20 2.4205 -2.4505 3.5426
H21 0.9152 -1.9924 2.6894
H22 2.9894 2.2474 -0.4384
H23 1.6863 3.3059 -1.0587
H24 2.3696 2.0270 -2.0947
H25 1.6726 -4.5152 -1.8165
H26 2.6503 -3.4596 -2.8796
H27 0.8828 -3.2592 -2.8099
H28 5.9404 -2.6890 -1.4538
H29 5.1797 -3.7826 -0.2574
H30 6.3063 -2.5251 0.2892
H31 1.2195 4.0664 5.7215
H32 1.5103 2.4759 6.4755
H33 -0.1106 2.8771 5.8540

The following is a DFT calculation (ωB97M-V/def2-TZVPD) of C25H33AsBBrF2N3OReSi2 as an isolated structure.

Summary:
Total charge ... +1
Lowest unoccupied orbital energy (spin up / spin down) ... -3.689 / -3.644 eV
Multiplicity ... 2
Gap between HOMO and LUMO (spin up / spin down) ... 5.97 / 6.13 eV
ΔE to the lowest compared entry with this formula, charge and spin ... 10.64 kcal/mol
HOMO energy (spin up / spin down) ... -0.3549 / -0.3593 hartree

Element x y z (Å)
Re1 0.6676 -0.8468 0.5413
Br1 -3.9165 -1.7539 -5.2448
C1 -2.9933 -2.0850 -3.6368
C2 -3.6958 -2.4309 -2.4922
C3 -3.0187 -2.6912 -1.3111
C4 -1.6410 -2.5731 -1.2710
O1 -0.9129 -2.9108 -0.1602
C5 -0.9295 -2.1805 -2.4083
C6 0.5251 -2.0029 -2.4000
N1 1.1722 -1.4996 -1.4117
C7 2.6012 -1.4453 -1.5261
C8 3.2989 -1.1255 -2.6540
C9 4.7124 -1.2016 -2.6667
C10 5.4016 -1.6111 -1.5644
C11 4.7041 -1.8964 -0.3623
C12 5.3289 -2.3079 0.8368
C13 4.5795 -2.5141 1.9609
C14 3.2028 -2.2392 1.9190
N2 2.5888 -1.8547 0.8207
C15 3.3115 -1.7523 -0.3401
C16 -1.6159 -1.9765 -3.6038
H1 -4.7730 -2.5180 -2.5240
H2 -3.5616 -2.9961 -0.4279
H3 1.0720 -2.3174 -3.2870
H4 2.7715 -0.8170 -3.5479
H5 5.2410 -0.9466 -3.5746
H6 6.4798 -1.7003 -1.5835
H7 6.4016 -2.4557 0.8531
H8 5.0288 -2.8431 2.8862
H9 2.5884 -2.3141 2.8074
H10 -1.0698 -1.7085 -4.4997
C17 0.3657 1.6457 5.4453
C18 0.7404 0.2108 5.0738
C19 0.6643 -0.0520 3.6364
N3 0.6091 -0.3159 2.5185
H11 0.4487 1.7689 6.5233
H12 -0.6566 1.8690 5.1495
H13 1.0310 2.3612 4.9651
H14 0.0741 -0.5057 5.5596
H15 1.7539 -0.0286 5.4004
F1 -0.5189 -3.2036 2.0825
B1 -1.2238 -2.5777 1.1388
F2 -2.4087 -2.0689 1.4649
C20 -1.0809 3.3643 2.1558
Si1 -2.1944 2.0247 1.4841
C21 -2.7632 0.8577 2.8331
C22 -3.6876 2.7610 0.6391
As1 -1.0171 0.7365 -0.0932
Si2 -0.8610 2.0214 -2.0615
C23 -2.4482 1.9017 -3.0353
C24 -0.5502 3.7903 -1.5524
C25 0.5883 1.4179 -3.0763
H16 -1.6328 3.9681 2.8822
H17 -0.7227 4.0273 1.3683
H18 -0.2082 2.9413 2.6522
H19 -2.9530 1.3979 3.7646
H20 -2.0353 0.0722 3.0255
H21 -3.6914 0.3660 2.5385
H22 -4.2969 3.3278 1.3469
H23 -4.3125 1.9716 0.2160
H24 -3.4083 3.4372 -0.1710
H25 -3.3177 1.9712 -2.3786
H26 -2.5105 0.9479 -3.5631
H27 -2.5222 2.7021 -3.7744
H28 -1.3652 4.2026 -0.9565
H29 -0.4626 4.3989 -2.4567
H30 0.3756 3.8939 -0.9840
H31 0.3829 0.4421 -3.5184
H32 1.4977 1.3484 -2.4765
H33 0.7687 2.1209 -3.8939

The following is a DFT calculation (ωB97M-V/def2-TZVPD) of C25H33BO3S2 as an isolated structure.

Summary:
Lowest unoccupied orbital energy ... -0.198 eV
Gap between HOMO and LUMO ... 5.78 eV
ΔE to the lowest compared entry with this formula, charge and spin ... 76.60 kcal/mol
HOMO energy ... -0.2196 hartree

Element x y z (Å)
C1 1.8916 1.8957 -1.7756
O1 0.7878 0.9682 -1.0665
C2 0.1582 0.0098 -1.9938
C3 -1.2579 0.1465 -2.2262
C4 -2.0833 -0.9986 -2.3135
C5 -3.4190 -0.8687 -2.6233
C6 -3.9801 0.3788 -2.9542
C7 -5.4270 0.4977 -3.3290
C8 -3.1246 1.4829 -2.9571
C9 -1.7868 1.3750 -2.6739
H1 2.0896 2.5857 -0.9850
H2 2.7174 1.2314 -2.0548
H3 1.3587 2.3140 -2.6332
H4 0.6538 0.2862 -2.9104
H5 -1.6538 -1.9816 -2.0817
H6 -4.0776 -1.7497 -2.6507
H7 -5.7308 1.5433 -3.3464
H8 -5.6198 0.0775 -4.3188
H9 -6.0568 -0.0394 -2.6203
H10 -3.5477 2.4699 -3.2266
H11 -1.1321 2.2502 -2.7192
C10 1.8221 0.5574 5.9345
C11 0.9600 0.3652 4.7439
C12 0.0748 -0.6712 4.5046
C13 -0.5517 -0.5996 3.2315
C14 -0.2583 0.5939 2.5520
B1 1.3801 -0.2104 -0.4113
C15 -0.3601 0.8332 1.1979
C16 -1.5779 0.4583 0.6246
C17 -2.4078 1.5595 0.4875
C18 -1.7588 2.7816 0.5613
C19 -2.3956 4.1023 0.3837
S1 -0.1058 2.6186 0.8937
O2 2.5835 0.0435 0.1726
C20 3.0247 -1.3611 0.1462
C21 4.2093 -1.3351 -0.7958
C22 3.4347 -1.6774 1.5734
C23 1.7613 -2.2017 -0.3294
C24 1.4703 -2.2023 -1.8373
C25 1.6137 -3.5585 0.2881
O3 0.6918 -1.3387 0.1644
S2 0.9207 1.4790 3.4284
H12 1.6694 -0.2817 6.6275
H13 2.8845 0.5644 5.6441
H14 1.5930 1.5095 6.4409
H15 -0.0834 -1.4686 5.2283
H16 -1.2211 -1.3360 2.8219
H17 -1.8818 -0.5643 0.4907
H18 -3.4642 1.5086 0.2369
H19 -3.4848 3.9965 0.4203
H20 -2.0967 4.7762 1.1950
H21 -2.1077 4.5634 -0.5719
H22 4.6313 -2.3360 -0.8735
H23 3.9344 -0.9808 -1.7985
H24 4.9752 -0.6595 -0.3909
H25 3.8880 -2.6704 1.6036
H26 4.1693 -0.9365 1.9042
H27 2.5639 -1.6244 2.2404
H28 2.3724 -2.1312 -2.4416
H29 0.9395 -3.1233 -2.0869
H30 0.6891 -1.2053 -2.0252
H31 2.4533 -4.1749 -0.0456
H32 1.5943 -3.5086 1.3769
H33 0.6909 -4.0282 -0.0512

The following is a DFT calculation (ωB97M-V/def2-TZVPD) of C25H33CsF6I2N3O5PS3 as an isolated structure.

Summary:
Total charge ... -2
Lowest unoccupied orbital energy ... 3.536 eV
Gap between HOMO and LUMO ... 5.19 eV
ΔE to the lowest compared entry with this formula, charge and spin ... 16.87 kcal/mol
HOMO energy ... -0.0606 hartree

Element x y z (Å)
Cs1 1.1956 -1.6786 0.2331
C1 0.4931 3.7393 2.1630
C2 0.9828 2.2953 2.2393
C3 2.0741 2.0651 1.1927
P1 -0.3616 1.0022 2.0655
C4 -1.0024 0.8529 3.8254
C5 -1.1078 2.0627 4.7569
C6 -2.2863 0.0221 3.8352
C7 -1.6491 1.8112 1.0728
C8 -2.6438 2.6311 1.5962
C9 -3.6556 3.2088 0.8386
C10 -4.7049 4.0925 1.4590
C11 -3.6393 2.9272 -0.5302
C12 -2.6751 2.1322 -1.1038
C13 -1.6125 1.5407 -0.3408
N1 -0.6498 0.7894 -0.8663
C14 -0.6964 0.5264 -2.2400
C15 0.0186 1.3328 -3.1434
C16 0.7738 2.5219 -2.6176
C17 0.0332 1.0271 -4.4977
C18 -0.6516 -0.0698 -5.0067
C19 -0.5838 -0.4206 -6.4700
C20 -1.3707 -0.8506 -4.1126
C21 -1.4092 -0.5758 -2.7491
C22 -2.1928 -1.4723 -1.8299
H1 1.3198 4.4366 2.3412
H2 -0.2969 3.9536 2.8811
H3 0.0859 3.9410 1.1704
H4 1.4206 2.1104 3.2292
H5 1.6507 2.1504 0.1903
H6 2.5398 1.0818 1.2758
H7 2.8643 2.8149 1.3019
H8 -0.2225 0.2098 4.2518
H9 -1.9158 2.7371 4.4793
H10 -0.1850 2.6423 4.7831
H11 -1.3103 1.7216 5.7783
H12 -3.1276 0.5860 3.4300
H13 -2.5358 -0.2901 4.8539
H14 -2.1721 -0.8791 3.2277
H15 -2.6418 2.8333 2.6580
H16 -4.6126 4.0934 2.5476
H17 -5.7197 3.7583 1.2195
H18 -4.6264 5.1339 1.1269
H19 -4.4147 3.3458 -1.1691
H20 -2.7100 1.9395 -2.1699
H21 1.6155 2.2034 -1.9983
H22 0.1356 3.1447 -1.9871
H23 1.1628 3.1291 -3.4379
H24 0.6004 1.6641 -5.1724
H25 -0.5321 0.4761 -7.0921
H26 -1.4602 -0.9945 -6.7775
H27 0.2982 -1.0265 -6.6961
H28 -1.9182 -1.7139 -4.4824
H29 -3.0353 -1.9223 -2.3600
H30 -2.5732 -0.9203 -0.9709
H31 -1.5684 -2.2920 -1.4624
I1 -1.8009 -4.0858 4.9905
C23 -2.7182 -4.6803 3.1471
I2 -1.4708 -4.5149 1.3952
H32 -3.5859 -4.0390 3.0417
H33 -3.0246 -5.7092 3.2971
F1 4.4553 -5.8246 -0.5135
C24 5.0374 -5.3435 0.5708
F2 4.6606 -6.0886 1.6192
F3 6.3604 -5.4725 0.4305
S1 4.5850 -3.5930 0.9425
O1 3.1478 -3.6003 1.1131
O2 5.3826 -3.2704 2.0965
N2 5.1068 -2.9626 -0.4005
S2 4.9505 -1.4256 -0.6890
O3 3.8532 -0.8059 0.0261
O4 6.2048 -0.7382 -0.7472
C25 4.3451 -1.4511 -2.4306
F4 5.0779 -2.2622 -3.1995
F5 4.4466 -0.2061 -2.9229
F6 3.0739 -1.8256 -2.5004
O5 2.0660 -4.5841 -2.1299
S3 1.1050 -4.9803 -1.0832
N3 -0.0521 -4.1180 -0.7928

The following is a DFT calculation (ωB97M-V/def2-TZVPD) of C25H33F2GeN6O5Ru as an isolated structure.

Summary:
Total charge ... -1
Lowest unoccupied orbital energy ... 1.343 eV
Gap between HOMO and LUMO ... 6.43 eV
ΔE to the lowest compared entry with this formula, charge and spin ... 8.11 kcal/mol
HOMO energy ... -0.1869 hartree

Element x y z (Å)
Ru1 -0.4321 -0.2161 0.4823
O1 5.6732 1.9886 0.3134
C1 5.6994 1.3354 -0.7298
O2 6.5387 1.1808 -1.6057
C2 4.3539 0.5609 -0.9876
C3 3.4624 1.0261 -1.9423
C4 2.2146 0.4328 -2.0341
N1 1.8112 -0.5183 -1.2040
C5 2.7050 -1.0365 -0.3740
C6 4.0032 -0.5518 -0.2420
C7 2.1550 -2.1049 0.5854
O3 2.7277 -3.1703 0.7219
O4 1.1369 -1.6765 1.2001
H1 3.7257 1.8430 -2.5979
H2 1.5029 0.7493 -2.7848
H3 4.6872 -1.0196 0.4505
N2 -0.6960 1.5106 7.6844
C8 0.0491 0.5038 7.1117
O5 0.7535 -0.2194 7.7990
C9 -0.0863 0.3902 5.6547
C10 0.1496 -0.8492 5.0394
C11 -0.1288 -1.0115 3.7044
N3 -0.5933 -0.0208 2.9275
C12 -0.7300 1.1892 3.4851
C13 -0.5067 1.4404 4.8192
H4 -0.7725 1.4807 8.6880
H5 -1.4825 1.8876 7.1833
H6 0.5188 -1.6673 5.6363
H7 0.0231 -1.9640 3.2170
H8 -1.0593 1.9841 2.8283
H9 -0.6406 2.4430 5.1992
C14 3.2153 2.5908 3.2285
C15 3.0878 1.1472 2.7695
N4 1.9574 1.0596 1.8808
C16 1.5831 2.0309 1.0189
N5 0.6098 1.7481 0.1901
C17 0.2143 2.7522 -0.7782
C18 0.3444 4.1511 -0.1843
C19 1.7967 4.3229 0.2375
N6 2.1667 3.2514 1.1325
C20 3.3342 3.4449 1.9738
H10 4.0943 2.7193 3.8579
H11 2.3254 2.8693 3.7980
H12 2.9052 0.4701 3.6091
H13 4.0125 0.8415 2.2604
H14 1.5875 0.1293 1.6714
H15 -0.8117 2.5457 -1.0875
H16 0.8519 2.6837 -1.6718
H17 -0.3095 4.2298 0.6877
H18 0.0642 4.9186 -0.9075
H19 1.9263 5.2729 0.7669
H20 2.4494 4.3298 -0.6486
H21 3.3814 4.5055 2.2364
H22 4.2505 3.1688 1.4354
F1 -2.1955 2.0791 0.7966
C21 -2.2360 0.7674 0.3411
F2 -2.6976 0.8976 -0.9557
H23 -3.0798 0.3163 0.9046
C22 0.1698 -3.6314 -2.2359
Ge1 -1.3019 -2.3131 -1.9288
C23 -0.9694 -0.6370 -2.9437
C24 -3.0118 -3.1213 -2.6167
C25 -1.4470 -1.8037 -0.0783
H24 -0.1232 -4.3947 -2.9507
H25 0.4288 -4.1098 -1.2978
H26 1.0533 -3.1208 -2.6026
H27 -0.2275 -0.7614 -3.7259
H28 -0.6156 0.0958 -2.2165
H29 -1.8873 -0.2651 -3.3867
H30 -2.9298 -3.3096 -3.6828
H31 -3.8358 -2.4334 -2.4533
H32 -3.2332 -4.0606 -2.1192
H33 -2.0418 -2.4063 0.6084

Per-record E, eV: -43576.0893, -42860.7589, -214801.0849, -187856.3650, -54943.3550, -116019.6288, -110172.6844